{
  "formula": "C2H3F3S",
  "method": "the ωB97M-V functional and the def2-TZVPD basis",
  "smiles": "FC(F)[C@@H](F)S",
  "charge": 0,
  "homo_lumo_gap_ev": 10.55,
  "e_above_lowest_ev": 1.4213,
  "homo_ev": -9.829,
  "fmax_ev_per_a": 3.15,
  "species": ["S", "F", "F", "F", "C", "C", "H", "H", "H"],
  "xyz": [[1.7903, -0.7611, -0.4975], [-1.3471, 0.1184, -1.9985], [-1.2230, -1.8938, -0.9280], [-0.1832, -0.3558, 1.1285], [0.0298, -0.0424, -0.1249], [-1.2286, -0.5544, -0.8639], [0.0320, 1.0244, -0.2952], [2.0881, 0.1773, -1.2855], [-2.0118, -0.2831, -0.1439]],
  "forces_ev_per_a": [[-2.454, -1.170, 1.399], [-0.366, -0.482, -1.391], [-0.102, -0.308, -1.142], [-0.315, -0.295, 2.831], [1.350, -0.743, -2.475], [1.282, 0.633, 2.802], [0.361, 0.441, 0.155], [0.697, 1.867, -1.622], [-0.453, 0.057, -0.557]],
  "nbo_charge": [-0.0576, -0.3212, -0.3214, -0.3343, 0.0950, 0.5294, 0.1748, 0.1081, 0.1273]
}